# 1
# C5H10N

2 unconnected molecules or ions with the total composition C5H10N (ωB97M-V/def2-TZVPD, the Open Molecules 2025 dataset).

Results
* frontier orbital gap: 7.14 eV
* HOMO: -0.4743 hartree
* E_LUMO: -5.76 eV
* relative energy (zero: lowest compared OMol25 entry of this formula, charge and spin): 336.4 kJ/mol

The geometry in ORCA input format:
```
! wB97M-V def2-TZVPD RIJCOSX def2/J DEFGRID3
* xyz 1 1
C -0.898 -0.897 2.557
C -0.149 -0.124 1.810
C 0.210 1.847 0.383
C 0.480 -1.244 -2.463
C 0.543 0.532 0.897
N -0.167 -1.079 -1.376
H -1.002 -0.805 3.625
H 0.987 2.238 -0.403
H -0.932 2.000 0.063
H 0.276 2.486 1.263
H 0.342 -0.671 -3.361
H 1.408 -1.887 -2.590
H -1.884 -1.249 2.117
H 1.371 0.070 0.463
H 0.096 -1.508 -0.468
H -1.086 -0.623 -1.480
*
```



# 2
# C15H31Cl2NO14

6 unconnected molecules or ions with the total composition C15H31Cl2NO14 (ωB97M-V/def2-TZVPD, the Open Molecules 2025 dataset).

Results
* frontier orbital gap: 10.76 eV
* SMILES: C[N+](=O)[O-].COC(=O)OC.COC(=O)OC.COC(=O)OC.COC(=O)OC.ClCCCl
* HOMO: -0.3922 hartree
* E_LUMO: 0.09 eV
* relative energy (zero: lowest compared OMol25 entry of this formula, charge and spin): 84.1 kJ/mol

The geometry in ORCA input format:
```
! wB97M-V def2-TZVPD RIJCOSX def2/J DEFGRID3
* xyz 0 1
C 1.898 -0.045 1.311
N 0.453 -0.171 1.030
O -0.346 0.540 1.587
O 0.169 -1.034 0.223
H 2.180 0.722 2.021
H 2.348 0.087 0.328
H 2.237 -1.030 1.628
C 4.749 -2.575 -5.219
O 3.909 -2.343 -4.126
C 2.823 -1.599 -4.294
O 2.599 -0.938 -5.264
O 2.034 -1.765 -3.259
C 0.826 -1.064 -3.224
H 5.339 -3.448 -4.949
H 5.450 -1.763 -5.444
H 4.299 -2.749 -6.200
H 0.094 -1.334 -3.994
H 0.884 0.002 -3.477
H 0.336 -1.126 -2.258
C -1.642 4.007 0.926
O -2.764 4.129 0.081
C -3.303 5.361 0.037
O -2.839 6.324 0.576
O -4.383 5.288 -0.693
C -5.099 6.488 -0.985
H -1.868 3.802 1.975
H -0.906 4.801 0.821
H -1.155 3.072 0.633
H -4.686 7.018 -1.839
H -5.016 7.185 -0.150
H -6.121 6.151 -1.098
C 2.088 -4.141 -1.089
O 3.180 -4.480 -0.253
C 3.201 -5.704 0.303
O 2.255 -6.452 0.372
O 4.419 -5.916 0.760
C 4.670 -7.064 1.540
H 1.640 -3.202 -0.760
H 1.312 -4.902 -1.018
H 2.398 -3.960 -2.114
H 4.935 -7.875 0.868
H 3.871 -7.351 2.229
H 5.468 -6.883 2.263
C -7.609 -1.467 -0.226
O -6.543 -0.555 -0.355
C -5.608 -0.506 0.585
O -5.469 -1.263 1.501
O -4.864 0.566 0.312
C -3.668 0.740 1.060
H -7.621 -1.861 0.797
H -7.473 -2.333 -0.871
H -8.576 -1.000 -0.383
H -2.818 0.334 0.520
H -3.830 0.318 2.053
H -3.471 1.797 1.244
Cl 4.824 3.243 3.115
C 3.710 4.381 3.944
C 2.675 3.624 4.730
Cl 1.591 2.655 3.684
H 3.276 5.005 3.168
H 4.371 4.958 4.585
H 2.015 4.313 5.256
H 3.153 2.992 5.474
*
```



# 3
# C34H43N4O2STi

A molecular structure, C34H43N4O2STi (ωB97M-V/def2-TZVPD, the Open Molecules 2025 dataset).

Results
* frontier orbital gap: 7.02 eV
* HOMO: -0.4008 hartree
* E_LUMO: -3.88 eV

The geometry in ORCA input format:
```
! wB97M-V def2-TZVPD RIJCOSX def2/J DEFGRID3
* xyz 1 1
Ti 0.139 -0.088 0.040
O -2.617 0.726 0.957
C -2.015 -0.277 1.289
O -0.734 -0.256 1.538
C -2.517 -1.679 1.377
C -3.218 -2.219 2.441
C -3.415 -3.590 2.493
C -2.910 -4.405 1.492
C -2.217 -3.865 0.420
C -2.005 -2.497 0.366
S -1.172 -1.731 -0.999
H -3.591 -1.575 3.222
H -3.950 -4.015 3.325
H -3.062 -5.472 1.528
H -1.825 -4.495 -0.361
C 2.225 -0.436 2.894
C 1.912 -1.906 3.180
C 0.501 -2.085 3.760
C 2.049 -2.865 2.013
C 2.318 -4.186 2.365
C 2.437 -5.184 1.419
C 2.255 -4.873 0.085
C 1.974 -3.575 -0.319
C 1.777 -3.307 -1.797
C 3.114 -3.401 -2.539
C 0.778 -4.287 -2.419
C 1.896 -2.557 0.656
N 1.700 -1.236 0.174
C 2.661 -0.651 -0.510
C 2.324 0.407 -1.357
C 3.084 1.276 -2.170
C 2.179 2.051 -2.862
C 0.886 1.641 -2.472
N 0.966 0.654 -1.571
C -0.412 2.183 -3.012
C -0.373 2.093 -4.547
C -0.545 3.653 -2.581
C -1.600 1.364 -2.493
H 2.299 0.098 3.841
H 1.437 0.050 2.303
H 3.181 -0.346 2.377
H 2.628 -2.237 3.942
H -0.250 -1.922 2.990
H 0.330 -1.380 4.570
H 0.369 -3.095 4.146
H 2.448 -4.426 3.409
H 2.674 -6.193 1.718
H 2.348 -5.653 -0.653
H 1.368 -2.297 -1.943
H 3.552 -4.387 -2.411
H 3.823 -2.661 -2.173
H 2.956 -3.229 -3.600
H 1.153 -5.306 -2.396
H 0.607 -4.016 -3.458
H -0.174 -4.249 -1.898
H 3.684 -1.031 -0.460
H 4.153 1.310 -2.233
H 2.403 2.819 -3.575
H 0.433 2.694 -4.953
H -1.310 2.450 -4.966
H -0.223 1.060 -4.856
H 0.217 4.265 -3.056
H -0.424 3.735 -1.502
H -1.520 4.041 -2.868
H -1.485 0.315 -2.781
H -2.525 1.735 -2.931
H -1.688 1.422 -1.399
N 0.202 1.996 0.574
C -0.598 2.769 0.921
N -1.426 3.670 1.284
C -2.729 3.830 0.642
C -3.086 5.318 0.592
C -1.809 6.131 0.397
C -0.929 6.031 1.651
C -1.085 4.648 2.304
H -3.480 3.251 1.191
H -2.672 3.417 -0.367
H -3.582 5.631 1.513
H -3.779 5.489 -0.231
H -2.046 7.174 0.191
H -1.273 5.746 -0.474
H -1.219 6.794 2.375
H 0.112 6.206 1.381
H -1.896 4.657 3.037
H -0.168 4.341 2.812
*
```



# 4
# C28H38CrN5O6PS3

A molecular structure, C28H38CrN5O6PS3 (ωB97M-V/def2-TZVPD, the Open Molecules 2025 dataset).

Results
* frontier orbital gap (alpha / beta): 7.53 / 7.53 eV
* HOMO (alpha / beta): -0.1850 / -0.1842 hartree
* E_LUMO (alpha / beta): 2.50 / 2.52 eV
* relative energy (zero: lowest compared OMol25 entry of this formula, charge and spin): 0.0 kJ/mol

The geometry in ORCA input format:
```
! wB97M-V def2-TZVPD RIJCOSX def2/J DEFGRID3
* xyz -1 2
Cr 1.589 -0.726 -0.447
C 3.556 -3.392 0.090
C 3.219 -2.165 0.863
N 3.547 -0.985 0.413
N 3.798 -0.006 1.376
C 3.281 1.138 1.153
S 2.134 1.477 -0.097
S 3.791 2.470 2.241
C 3.271 1.744 3.844
C 1.950 2.273 4.322
C 0.765 1.847 3.722
C -0.455 2.327 4.167
C -0.515 3.255 5.200
C 0.659 3.698 5.788
C 1.882 3.206 5.351
C 2.562 -2.295 2.179
C 3.068 -3.019 3.247
C 2.379 -3.081 4.448
C 1.154 -2.432 4.560
C 0.621 -1.726 3.497
C 1.317 -1.635 2.282
O 0.806 -0.958 1.266
H 4.011 -3.143 -0.866
H 2.682 -4.015 -0.077
H 4.270 -3.952 0.706
H 4.058 1.945 4.571
H 3.235 0.666 3.686
H 0.800 1.144 2.897
H -1.368 1.973 3.705
H -1.471 3.631 5.542
H 0.625 4.423 6.593
H 2.799 3.547 5.820
H 4.023 -3.522 3.140
H 2.788 -3.629 5.287
H 0.605 -2.479 5.493
H -0.336 -1.227 3.580
O 2.646 -3.128 -3.179
S 1.678 -2.206 -2.644
O 0.501 -2.022 -3.480
O 1.267 -2.596 -1.226
O 2.302 -0.853 -2.313
O -0.146 -0.077 -1.142
P -1.375 0.161 -1.947
N -2.450 1.158 -1.177
C -3.277 0.633 -0.086
C -3.902 1.898 0.486
C -2.721 2.870 0.459
C -1.983 2.519 -0.838
N -1.005 1.034 -3.283
C 0.367 1.098 -3.845
C 0.214 2.004 -5.080
C -1.168 2.646 -4.939
C -1.967 1.548 -4.247
N -2.229 -1.222 -2.228
C -2.004 -2.417 -1.378
C -2.067 -3.591 -2.347
C -3.009 -3.088 -3.437
C -2.596 -1.628 -3.595
H -2.665 0.139 0.682
H -3.997 -0.091 -0.467
H -4.324 1.753 1.481
H -4.696 2.245 -0.181
H -2.066 2.678 1.308
H -3.016 3.919 0.500
H -0.900 2.549 -0.696
H -2.236 3.204 -1.652
H 0.729 0.108 -4.103
H 1.042 1.517 -3.100
H 0.259 1.404 -5.990
H 1.012 2.744 -5.136
H -1.605 2.953 -5.889
H -1.115 3.519 -4.284
H -2.265 0.784 -4.976
H -2.863 1.910 -3.738
H -2.809 -2.483 -0.636
H -1.047 -2.357 -0.863
H -2.422 -4.500 -1.860
H -1.076 -3.770 -2.761
H -4.049 -3.146 -3.102
H -2.921 -3.635 -4.376
H -3.412 -1.011 -3.981
H -1.731 -1.549 -4.259
*
```



# 5
# C3H8N3

2 unconnected molecules or ions with the total composition C3H8N3 (ωB97M-V/def2-TZVPD, the Open Molecules 2025 dataset).

Results
* frontier orbital gap: 9.54 eV
* HOMO: -0.6047 hartree
* E_LUMO: -6.92 eV
* relative energy (zero: lowest compared OMol25 entry of this formula, charge and spin): 350.5 kJ/mol

The geometry in ORCA input format:
```
! wB97M-V def2-TZVPD RIJCOSX def2/J DEFGRID3
* xyz 1 1
C 1.271 2.043 -0.655
C -0.015 1.440 0.948
C -0.862 -2.622 0.082
N 0.964 2.367 0.536
N 0.519 0.923 -1.037
N -0.244 0.552 -0.108
H 1.988 2.531 -1.287
H 0.264 0.909 1.875
H -0.955 1.930 1.260
H -0.102 -3.378 0.223
H -0.599 -1.992 -0.758
H -0.963 -2.030 0.982
H 0.544 0.439 -1.935
H -1.810 -3.110 -0.127
*
```